No. 1
The following is a quantum chemistry calculation of a structure of composition C30H60Cl2IrOP2 at a distorted geometry, from the OMol25 dataset.

Output
calculated total energy	-80586.789	eV
LUMO (alpha / beta)	0.1 / -2.7	eV
multiplicity	6
M	761.88	g mol⁻¹
E_HOMO (alpha / beta)	-5.12 / -4.97	eV
largest force on an atom	4.8	eV/A
⟨S²⟩	8.765

Structure (XYZ):
```
96
Properties=species:S:1:pos:R:3:forces:R:3
Ir -0.594 1.246 -1.114 -1.15 -4.44 1.57
Cl 1.085 0.215 0.135 0.82 -0.75 0.50
P 0.557 3.035 -0.948 0.60 3.50 0.40
C 2.081 3.298 -1.926 0.23 0.04 0.24
C -0.869 3.995 -1.697 0.93 0.07 0.24
C 0.889 3.681 0.742 0.25 0.00 -0.14
C 2.391 2.102 -2.825 0.11 0.02 -0.16
H 2.864 3.343 -1.149 -0.10 0.09 -0.21
C 2.047 4.615 -2.696 0.23 0.19 -0.07
H 1.223 4.637 -3.418 0.20 -0.01 0.08
H 2.986 4.728 -3.250 -0.14 0.04 0.02
H 1.942 5.485 -2.037 0.00 -0.17 -0.15
H 2.373 1.170 -2.250 0.05 0.16 -0.22
H 3.387 2.237 -3.268 -0.17 -0.05 0.07
H 1.661 2.018 -3.641 0.16 -0.03 0.20
H 1.843 3.175 0.974 -0.18 0.15 0.00
C -0.138 3.233 1.795 0.11 -0.01 0.33
C 1.115 5.193 0.718 0.19 0.16 0.17
H 1.994 5.463 0.118 -0.20 -0.03 0.15
H 1.289 5.554 1.739 -0.05 0.00 -0.19
H 0.244 5.730 0.314 0.17 -0.14 0.15
H -0.582 2.253 1.565 0.03 0.28 0.15
H -0.939 3.973 1.932 0.22 -0.27 -0.11
H 0.378 3.129 2.763 -0.22 0.07 -0.28
C -1.206 3.292 -3.014 -0.65 0.26 -0.21
H -0.533 5.033 -1.814 -0.48 -0.05 -0.20
C -2.046 3.830 -0.740 -0.59 0.24 -0.11
H -0.508 3.512 -3.824 -0.04 -0.21 0.05
H -2.226 3.560 -3.315 0.22 0.12 -0.14
H -1.246 2.177 -2.857 -0.07 0.89 -0.71
H -2.125 2.756 -0.428 -0.26 0.84 0.20
H -2.974 4.051 -1.281 0.07 0.10 0.18
H -1.989 4.474 0.143 0.00 -0.30 -0.14
Cl -2.197 -0.388 -1.014 -0.92 -0.52 -0.13
H -0.047 0.721 -2.539 0.62 -0.71 -1.45
P 0.190 -3.375 0.710 -0.41 0.87 -0.21
C 1.083 -3.353 2.286 0.47 0.09 0.10
C -1.499 -4.078 0.772 -0.16 -0.31 0.08
C 1.260 -3.684 -0.729 0.31 0.20 -0.19
C 0.744 -2.067 3.083 -0.20 0.29 -0.01
H 2.140 -3.277 1.976 -0.26 -0.15 -0.01
C 0.912 -4.653 3.078 0.11 -0.15 0.15
H -0.109 -4.782 3.456 0.17 0.06 -0.11
H 1.588 -4.618 3.942 -0.21 -0.02 -0.17
H 1.186 -5.531 2.477 -0.11 0.11 0.14
H 1.512 -1.302 2.911 -0.21 -0.21 0.04
H 0.704 -2.278 4.162 -0.01 -0.01 -0.34
H -0.212 -1.609 2.779 0.17 -0.06 0.31
H 2.151 -3.065 -0.499 -0.40 -0.19 0.04
C 0.650 -3.115 -2.027 0.01 0.00 0.04
C 1.713 -5.144 -0.854 0.09 -0.15 -0.03
H 2.399 -5.425 -0.045 -0.22 0.01 -0.12
H 2.256 -5.259 -1.801 -0.11 -0.02 0.17
H 0.866 -5.843 -0.862 0.17 0.16 -0.03
H 0.222 -2.115 -1.861 0.10 -0.28 -0.12
H -0.126 -3.776 -2.432 0.18 0.19 0.10
H 1.452 -3.031 -2.774 -0.23 -0.02 0.17
C -2.333 -3.300 1.816 0.13 0.15 0.17
H -1.325 -5.125 1.095 -0.28 0.27 -0.09
C -2.219 -4.035 -0.586 0.13 0.21 -0.14
H -2.028 -3.524 2.846 -0.06 0.12 -0.22
H -3.396 -3.562 1.705 0.38 -0.06 0.03
H -2.247 -2.213 1.660 -0.08 -0.16 0.15
H -2.191 -3.013 -1.001 -0.04 -0.43 0.12
H -3.278 -4.293 -0.434 0.36 -0.01 0.00
H -1.789 -4.734 -1.312 -0.08 0.11 0.09
C -0.399 0.968 5.103 0.02 0.14 -0.15
C -1.489 -0.032 5.495 -0.27 -0.30 -0.08
C -1.498 -0.218 7.013 -0.03 -0.12 -0.06
C -2.848 0.354 4.930 0.05 -0.01 -0.86
C -3.936 0.634 5.733 -0.15 0.24 -0.07
C -5.152 1.052 5.187 -0.44 0.09 0.21
C -5.304 1.169 3.804 0.07 0.02 0.28
C -4.271 0.860 2.940 0.55 -0.29 0.16
C -4.484 0.938 1.432 0.44 -0.05 0.34
C -5.324 -0.231 0.914 0.01 -0.09 0.01
C -5.137 2.256 1.009 0.05 0.00 0.01
C -2.997 0.382 3.475 -1.25 0.35 0.72
O -2.075 -0.013 2.710 1.11 -0.40 -0.78
H -0.657 1.968 5.472 0.05 -0.12 -0.02
H -0.293 1.014 4.015 -0.09 -0.02 0.13
H 0.563 0.680 5.539 0.00 0.02 0.00
H -1.224 -1.003 5.040 0.01 0.17 0.06
H -1.711 0.732 7.520 0.03 -0.18 -0.02
H -2.252 -0.956 7.316 0.14 0.18 0.01
H -0.520 -0.575 7.352 -0.08 0.07 0.01
H -3.839 0.537 6.815 -0.13 0.13 -0.25
H -5.986 1.296 5.844 0.15 -0.08 -0.10
H -6.257 1.505 3.384 0.20 -0.08 0.24
H -3.490 0.851 0.968 -0.22 0.10 0.19
H -6.345 -0.174 1.319 0.21 -0.07 -0.09
H -5.374 -0.205 -0.182 -0.07 -0.06 0.10
H -4.882 -1.188 1.217 -0.09 0.14 -0.04
H -4.616 3.115 1.445 -0.08 -0.09 -0.05
H -5.122 2.356 -0.083 -0.09 0.01 0.07
H -6.183 2.281 1.343 0.18 0.13 -0.13
```
Forces are in eV/Å.

---

No. 2
The following is a quantum chemistry calculation of a cluster of 8 separate species, C30H60ClN8O9 in total at a distorted geometry, from the OMol25 dataset.

Output
calculated total energy	-74947.848	eV
LUMO	-4.4	eV
M	712.31	g mol⁻¹
E_HOMO	-9.95	eV
total charge	+1
largest force on an atom	1.8	eV/A

Structure (XYZ):
```
108
Properties=species:S:1:pos:R:3:forces:R:3
C -2.696 -4.411 0.280 0.43 0.24 0.43
C -1.279 -3.977 -0.115 -0.32 -0.60 0.26
Cl -1.031 -2.238 0.114 -0.05 -0.07 -0.32
C -0.935 -4.458 -1.540 0.06 0.05 0.27
C -0.625 -5.934 -1.498 -0.44 1.61 -0.44
C -1.294 -6.836 -2.270 -0.18 -0.58 -0.23
C -0.968 -8.169 -2.141 -0.47 -0.52 -1.26
C -1.727 -9.199 -2.961 -1.42 -0.85 0.70
O -2.700 -9.712 -2.466 1.29 0.43 -0.52
O -1.263 -9.541 -4.189 -0.33 0.67 0.52
C 0.015 -8.581 -1.263 0.09 -1.11 -0.07
C 0.665 -7.651 -0.537 0.53 0.36 0.64
N 0.330 -6.364 -0.683 0.58 0.29 0.58
H -2.874 -5.449 -0.019 -0.09 0.11 -0.15
H -2.751 -4.385 1.370 -0.19 0.18 -0.07
H -3.444 -3.736 -0.136 -0.03 -0.17 -0.10
H -0.628 -4.465 0.613 0.21 0.27 -0.05
H -1.799 -4.300 -2.186 0.06 -0.03 -0.01
H -0.099 -3.916 -1.994 0.07 -0.01 0.25
H -2.057 -6.502 -2.958 -0.06 0.03 0.06
H -1.083 -8.725 -4.679 0.44 -0.21 -0.16
H 0.288 -9.619 -1.138 -0.13 -0.03 -0.11
H 1.440 -7.883 0.179 0.06 0.09 -0.04
H 0.829 -5.673 -0.130 0.02 -0.03 -0.02
C -0.522 -2.644 4.218 0.02 0.05 0.10
O -1.360 -3.046 3.419 0.00 -0.12 -0.18
N -0.124 -1.376 4.344 0.10 -0.11 0.01
C 0.873 -0.975 5.315 -0.14 0.16 -0.09
C -0.711 -0.360 3.483 -0.10 -0.24 -0.19
H -0.013 -3.328 4.919 -0.01 0.01 0.01
H 0.439 -0.245 6.000 0.07 -0.01 0.04
H 1.724 -0.524 4.801 0.04 0.01 0.09
H 1.219 -1.836 5.885 -0.04 -0.03 -0.03
H -1.786 -0.335 3.642 0.01 0.10 -0.04
H -0.518 -0.608 2.440 0.06 0.12 0.00
H -0.287 0.613 3.709 0.02 -0.03 0.03
C -0.002 1.403 -0.292 -0.02 -0.05 0.08
O 0.139 1.850 0.829 0.01 0.03 0.02
N 0.244 2.075 -1.431 -0.06 -0.12 -0.10
C 0.051 1.477 -2.735 0.10 0.25 0.11
C 0.719 3.449 -1.344 -0.05 -0.14 0.25
H -0.357 0.370 -0.463 0.01 0.03 -0.12
H 0.997 1.472 -3.281 -0.06 -0.05 -0.10
H -0.684 2.054 -3.300 0.01 -0.09 -0.10
H -0.306 0.453 -2.634 0.00 0.01 0.06
H 1.658 3.476 -0.793 0.00 0.15 -0.03
H -0.013 4.055 -0.810 0.08 0.08 -0.01
H 0.871 3.856 -2.339 0.01 -0.08 -0.02
C 1.683 6.206 -3.522 -0.05 0.05 0.07
O 2.481 6.282 -2.604 0.05 -0.07 -0.04
N 1.999 6.174 -4.826 -0.21 -0.13 -0.03
C 0.992 6.084 -5.874 0.25 0.41 0.04
C 3.400 6.234 -5.204 -0.02 0.02 0.20
H 0.594 6.157 -3.341 -0.02 0.01 -0.06
H 1.161 5.176 -6.460 -0.10 0.03 -0.06
H 1.067 6.961 -6.541 -0.18 -0.71 0.52
H -0.006 6.046 -5.436 0.06 -0.05 0.10
H 3.936 5.392 -4.763 0.08 0.05 -0.02
H 3.843 7.156 -4.828 0.09 -0.04 -0.04
H 3.491 6.201 -6.287 -0.09 0.03 0.00
C -3.802 0.088 5.657 -0.02 -0.12 0.05
O -2.609 0.283 5.804 0.01 0.10 0.09
N -4.735 1.054 5.599 -0.14 -0.09 -0.04
C -6.144 0.760 5.423 0.14 0.24 0.03
C -4.309 2.439 5.719 0.22 -0.17 0.01
H -4.221 -0.927 5.556 -0.02 0.01 -0.01
H -6.507 1.235 4.510 -0.11 -0.05 0.02
H -6.709 1.144 6.274 -0.10 -0.05 -0.05
H -6.302 -0.314 5.350 0.06 -0.01 0.01
H -3.605 2.671 4.919 0.01 0.11 0.05
H -3.805 2.581 6.675 0.00 0.12 -0.03
H -5.168 3.103 5.655 -0.04 -0.07 0.00
C -2.309 4.923 9.709 -0.03 -0.07 0.10
O -3.003 5.765 10.240 -0.01 0.08 -0.07
N -1.612 5.104 8.568 0.05 -0.18 0.01
C -0.802 4.054 7.983 -0.09 0.37 -0.12
C -1.682 6.396 7.907 -0.12 -0.03 0.21
H -2.190 3.910 10.131 0.04 -0.02 -0.04
H 0.236 4.389 7.922 0.04 -0.15 -0.06
H -1.170 3.834 6.979 0.14 -0.16 -0.01
H -0.849 3.150 8.587 -0.05 0.03 0.03
H -1.324 7.174 8.582 -0.03 0.07 -0.07
H -2.717 6.620 7.645 0.04 0.09 -0.03
H -1.072 6.386 7.007 0.02 -0.07 0.02
C 5.113 -6.977 1.525 -0.02 0.07 0.13
O 4.778 -6.164 0.681 -0.20 -0.09 -0.10
N 5.326 -8.284 1.282 -0.01 -0.05 0.15
C 5.705 -9.218 2.328 -0.01 -0.03 -0.28
C 5.166 -8.763 -0.078 0.02 0.19 0.01
H 5.258 -6.701 2.582 0.05 -0.02 -0.01
H 6.670 -9.667 2.086 -0.01 -0.06 0.11
H 4.954 -10.006 2.407 0.07 -0.04 0.09
H 5.783 -8.707 3.284 -0.01 0.05 -0.03
H 5.855 -8.236 -0.737 -0.06 -0.05 -0.09
H 4.148 -8.562 -0.420 0.04 -0.03 -0.11
H 5.360 -9.831 -0.131 0.02 0.00 0.11
C 0.539 7.632 -9.119 -0.07 0.06 0.05
O 1.336 7.686 -8.197 0.15 0.34 -0.73
N 0.869 7.634 -10.419 -0.12 -0.03 -0.08
C -0.130 7.567 -11.469 0.28 0.01 0.00
C 2.275 7.705 -10.783 -0.03 0.02 0.23
H -0.549 7.576 -8.947 -0.01 0.01 -0.02
H 0.038 6.678 -12.080 -0.10 0.03 -0.06
H -0.057 8.454 -12.101 -0.10 -0.04 -0.06
H -1.129 7.519 -11.042 0.03 0.01 0.05
H 2.808 6.854 -10.359 0.08 0.04 -0.04
H 2.712 8.619 -10.380 0.08 -0.03 -0.04
H 2.379 7.698 -11.865 -0.08 0.00 0.00
```
Forces are in eV/Å.